12
Properties=species:S:1:pos:R:3:mulliken_charge:R:1 method="wB97M-V/def2-TZVPD" max_force_ev_per_a=4.27 e_above_lowest_kcal_mol=104.90 charge=+1 homo_lumo_gap_ev="8.39 / 8.39"
C 1.86767 -0.37288 0.64925 -0.0698
C -0.45016 -0.17023 0.03570 0.0921
N -1.00104 0.97963 0.16886 0.0622
N -0.99780 -1.06356 -0.75527 -0.3145
O 4.15704 -0.45504 -0.34975 -0.3817
O -2.35416 1.20398 -0.14734 -0.4255
S 2.81456 -0.00723 -0.61896 0.4777
H 1.90876 -0.78785 1.73515 0.3479
H -0.54317 1.53528 0.79573 0.2979
H -0.66845 -1.94003 -0.96393 0.2418
H -2.03066 -1.00010 -0.62808 0.3076
H -2.70259 2.07804 0.07865 0.3644

49
Properties=species:S:1:pos:R:3:mulliken_charge:R:1 method="wB97M-V/def2-TZVPD" max_force_ev_per_a=3.25 e_above_lowest_kcal_mol=0.00 charge=+2 homo_lumo_gap_ev=8.01
C 1.32431 2.34037 -0.10494 -0.9789
H 1.56280 2.68707 0.91207 0.3706
H 2.04103 2.79478 -0.79532 0.3823
H 1.59672 1.25390 -0.12813 0.4435
C -0.08900 2.76473 -0.51699 0.2869
H -0.60564 2.01127 -1.17120 0.1732
H -0.73674 2.87679 0.36796 0.2365
C -0.01583 4.07422 -1.33046 -1.5653
H -1.00855 4.46742 -1.56372 0.4052
H 0.52968 4.85311 -0.78252 0.4103
H 0.51249 3.89290 -2.27790 0.3620
C -0.91814 -2.02105 -0.91207 0.5568
C -1.32460 -1.00780 -1.84466 0.3730
C -0.13524 -0.38645 -2.35938 0.6825
C 0.99533 -0.98420 -1.71058 -0.0676
C 0.51278 -1.98888 -0.81106 0.5600
C 1.36938 -2.94789 -0.06398 -1.4160
C 2.42011 -0.76136 -2.07952 -1.3933
C -0.05268 0.61980 -3.45362 -1.2013
C -2.72994 -0.68544 -2.22878 -1.5919
C -1.81940 -3.00269 -0.24115 -1.2896
Lu -0.30810 0.08324 -0.04574 1.2360
H 3.10444 -1.06563 -1.27755 0.4034
H 2.67382 -1.35878 -2.96957 0.3793
H 2.62146 0.29007 -2.32579 0.3060
H 2.37037 -2.53556 0.09399 0.3875
H 0.95585 -3.19271 0.92019 0.3248
H 1.48932 -3.89283 -0.61399 0.3457
H -2.81363 -2.57541 -0.06031 0.3413
H -1.95175 -3.90762 -0.85665 0.3344
H -1.41843 -3.32346 0.72857 0.3381
H -2.80006 0.32018 -2.66197 0.3465
H -3.12354 -1.39737 -2.97234 0.3648
H -3.40084 -0.71426 -1.35818 0.3866
H 0.71754 1.37796 -3.25635 0.3466
H 0.20693 0.14103 -4.40992 0.3396
H -0.99976 1.15091 -3.59191 0.3059
N 0.25251 0.08101 7.60867 -0.3136
C 0.02118 0.04009 6.45667 -0.2780
C -0.23218 -0.00212 5.03670 0.8928
C -0.17080 -1.21650 4.33869 -0.8431
C -0.29913 -1.22088 2.95708 -0.0718
N -0.43839 -0.05709 2.26191 -0.4428
C -0.61125 1.11371 2.93682 0.0030
C -0.48474 1.17449 4.31946 -0.7622
H 0.00492 -2.15065 4.87081 0.4880
H -0.25027 -2.14146 2.36463 0.3311
H -0.81281 2.00738 2.32839 0.2826
H -0.55725 2.12896 4.83974 0.4887

100
Properties=species:S:1:pos:R:3:mulliken_charge:R:1 method="wB97M-V/def2-TZVPD" multiplicity=5 max_force_ev_per_a=2.32 e_above_lowest_kcal_mol=27.52 charge=+1 homo_lumo_gap_ev="8.21 / 5.81" s_squared=6.066
Pd -0.34680 0.25814 -0.36961 -0.4689
C -4.83525 3.41483 -0.96065 -1.6948
C -3.85183 2.71742 -0.01545 0.3834
C -4.63712 1.71684 0.83258 -0.9908
P -2.38601 1.93014 -0.88112 0.8951
C -1.93247 3.10449 -2.21897 0.9249
C -1.38078 4.39731 -1.61485 -1.6409
C -0.95745 2.47151 -3.21432 -1.4634
C -3.17698 0.54612 -1.80592 0.1882
C -3.86784 0.72945 -2.99769 -0.6253
C -4.42549 -0.33636 -3.68766 -0.8831
C -4.28397 -1.62379 -3.18253 -1.3049
C -3.62034 -1.83545 -1.99088 -0.4591
C -3.05673 -0.76371 -1.27224 -0.2279
N -2.30609 -0.87923 -0.11992 2.1106
C -2.37150 -1.86651 0.79445 -0.0661
C -3.35144 -2.89671 0.84192 -0.8013
C -3.22542 -3.93751 1.73269 -0.8946
C -2.14826 -3.97264 2.61792 -1.0634
C -1.25988 -2.90420 2.68153 -1.0936
C -1.38051 -1.82286 1.82970 -0.1992
P -0.43211 -0.26317 1.99368 2.1812
C 0.94812 -0.57379 3.16542 0.5831
C 0.55514 -0.66996 4.64142 -1.7996
C 2.03196 0.49196 2.97153 -0.9731
C -1.69023 0.87432 2.70058 3.8267
C -1.08613 2.26450 2.91510 -1.8137
C -2.52083 0.39648 3.88823 -1.4523
H -5.57239 3.94890 -0.35834 0.5235
H -5.37713 2.68506 -1.56452 0.3167
H -4.37095 4.14394 -1.62006 0.3439
H -3.39902 3.46731 0.64107 0.5882
H -5.07997 0.94284 0.20191 0.1979
H -5.45529 2.24081 1.32903 0.5514
H -4.04550 1.22850 1.60884 0.0517
H -2.85258 3.33791 -2.75986 0.6335
H -0.47192 4.18623 -1.04979 0.1818
H -2.10080 4.89000 -0.95988 0.3452
H -1.13491 5.09389 -2.41785 0.5213
H -0.02083 2.22299 -2.71046 0.0793
H -0.75114 3.18632 -4.01243 0.5626
H -1.37689 1.57557 -3.67678 0.2439
H -3.96106 1.72525 -3.41153 0.3736
H -4.95186 -0.16545 -4.61682 0.4905
H -4.68470 -2.47243 -3.72127 0.4377
H -3.48230 -2.84956 -1.64985 0.1525
H -4.20811 -2.85498 0.18819 0.8404
H -3.96636 -4.72548 1.75154 0.4466
H -2.03710 -4.80402 3.30132 0.4642
H -0.47766 -2.91659 3.42808 0.4470
H 1.34823 -1.53630 2.82598 0.6505
H 0.28237 0.31307 5.02613 0.3096
H 1.41852 -1.01451 5.21298 0.4993
H -0.27354 -1.34822 4.83567 0.3586
H 1.67018 1.47953 3.26040 0.2356
H 2.35844 0.53494 1.93727 -0.0975
H 2.88800 0.25182 3.60450 0.5252
H -2.34325 0.93419 1.82363 -3.3915
H -0.43092 2.28261 3.78770 0.3893
H -1.88573 2.98557 3.09800 0.4123
H -0.51324 2.58693 2.04169 0.2732
H -1.95263 0.41125 4.81605 0.4604
H -2.91702 -0.60909 3.74102 0.3240
H -3.36886 1.07284 4.01672 0.4554
S 6.86756 0.68697 -1.91031 -0.1127
C 5.20271 0.46519 -1.30310 0.2290
C 4.44265 1.54926 -0.89457 -1.0269
C 3.15338 1.32695 -0.42581 -0.3461
N 2.60596 0.11379 -0.35606 0.3342
C 3.34731 -0.92318 -0.74526 -0.9082
C 4.63827 -0.80267 -1.22983 -0.9724
C 7.71165 0.62491 -0.33512 0.3621
C 7.94457 1.78447 0.38871 -0.1708
C 8.59827 1.67970 1.60878 -0.3812
N 9.01935 0.52742 2.12248 -0.5694
C 8.80305 -0.57504 1.41035 -0.3597
C 8.15955 -0.58196 0.18086 -0.1922
H 4.84321 2.55283 -0.93813 0.4249
H 2.53164 2.15231 -0.09963 0.6932
H 2.88037 -1.89648 -0.63659 0.9040
H 5.20093 -1.67552 -1.53294 0.4676
H 7.62887 2.74696 0.00988 0.3800
H 8.79298 2.56916 2.19730 0.3604
H 9.16326 -1.50355 1.83899 0.3542
H 8.01541 -1.50489 -0.36430 0.3626
O 0.52588 2.18975 -0.36368 -0.4551
C -0.72948 -4.34358 -1.92955 -1.0166
P 0.32792 -2.88715 -2.04542 1.1104
C 1.89579 -3.56443 -2.62091 -1.4174
C -0.24373 -1.88715 -3.43188 -0.8841
O 0.38375 -2.12327 -0.75898 -0.3730
H -0.75275 -4.88417 -2.87608 0.3865
H -1.74262 -4.06682 -1.64271 0.0861
H -0.31800 -4.99196 -1.15470 0.3650
H 1.71617 -4.13909 -3.53050 0.4518
H 2.31783 -4.22675 -1.86444 0.3865
H 2.60644 -2.76896 -2.84361 0.3258
H -0.25347 -2.47371 -4.35132 0.5368
H 0.45405 -1.05491 -3.55025 0.2877
H -1.24460 -1.49370 -3.24497 0.0025

33
Properties=species:S:1:pos:R:3:mulliken_charge:R:1 method="wB97M-V/def2-TZVPD" max_force_ev_per_a=3.92 charge=-1 homo_lumo_gap_ev=4.55
C 1.43279 -4.65140 -0.28016 -0.6138
C 1.60319 -3.63411 0.87085 -0.6855
C 0.25778 -3.00088 1.29551 -0.5833
N -0.31664 -2.24834 0.14581 0.1996
C -1.16333 -1.19607 0.34346 0.0335
S -1.15214 -0.20632 1.84893 -0.1831
S -2.38606 -0.64727 -0.63222 -0.4130
C -0.50707 -3.09604 -1.05025 -0.8317
C 0.75864 -3.93247 -1.45646 -0.6689
H 2.42898 -4.93163 -0.63964 0.2730
H 0.92259 -5.58741 -0.00438 0.3266
H 2.11320 -4.11259 1.72355 0.3410
H 2.29142 -2.86007 0.49654 0.2967
H -0.41611 -3.82669 1.63534 0.2273
H 0.38420 -2.31349 2.13558 0.3709
H -1.33349 -3.81756 -0.87896 0.3308
H -0.83882 -2.43415 -1.85516 0.4408
H 1.48781 -3.23076 -1.90482 0.3145
H 0.45701 -4.63300 -2.25814 0.3213
C -2.83252 4.48532 7.65959 -0.3688
C -3.05474 5.25877 6.49927 -0.4097
C -2.93382 4.65842 5.22790 -0.3111
C -2.59224 3.26580 5.08803 -0.0845
N -2.37905 2.57628 3.90974 -0.1885
C -2.04307 1.86819 2.97110 0.1605
S -1.76006 1.88230 1.33240 -0.3066
C -2.43719 2.52449 6.27565 -0.2139
C -2.55277 3.11422 7.52525 -0.4887
H -2.87108 4.96745 8.64045 0.3284
H -3.30380 6.32085 6.62112 0.3222
H -3.10114 5.29542 4.35437 0.3892
H -2.17847 1.46090 6.17690 0.3697
H -2.39603 2.51046 8.42259 0.3052

5
Properties=species:S:1:pos:R:3:mulliken_charge:R:1 method="wB97M-V/def2-TZVPD" max_force_ev_per_a=4.07 e_above_lowest_kcal_mol=46.12 charge=0 homo_lumo_gap_ev="7.65 / 7.45"
N -0.58590 0.61910 -0.00189 -0.2738
O 0.36253 -0.57901 1.12850 -0.2276
S 0.26556 0.63683 -1.40889 0.0249
S 1.57674 -1.03301 0.46249 0.1898
H -1.61893 0.35610 -0.18021 0.2866

Please write out number 5 again, unchanged.
5
Properties=species:S:1:pos:R:3:mulliken_charge:R:1 method="wB97M-V/def2-TZVPD" max_force_ev_per_a=4.07 e_above_lowest_kcal_mol=46.12 charge=0 homo_lumo_gap_ev="7.65 / 7.45"
N -0.58590 0.61910 -0.00189 -0.2738
O 0.36253 -0.57901 1.12850 -0.2276
S 0.26556 0.63683 -1.40889 0.0249
S 1.57674 -1.03301 0.46249 0.1898
H -1.61893 0.35610 -0.18021 0.2866